(1)
{"formula": "C7H10N2", "method": "ωB97M-V/def2-TZVPD", "gap_ev": [7.90, 8.92], "homo_energy_ev": [-8.36, -8.66], "total_charge": 0, "multiplicity": 1, "symbols": ["C", "C", "C", "C", "C", "C", "C", "N", "N", "H", "H", "H", "H", "H", "H", "H", "H", "H", "H"], "positions_angstrom": [[1.32133, -0.61367, -2.69794], [0.53772, 0.45613, -4.35099], [0.64519, 0.48417, -2.23961], [1.04743, -0.00999, 1.02672], [-0.16165, 0.73455, 0.47761], [-0.33535, -0.66076, 0.93821], [-1.01823, -0.55148, 2.34191], [1.27703, -0.60035, -4.06690], [0.18751, 1.22484, -3.26653], [1.70012, -1.49506, -2.24658], [0.41105, 0.83783, -5.30575], [1.76991, -0.33238, 0.39932], [1.39866, 0.18720, 2.01498], [-0.84224, 1.52838, 0.61015], [-0.58416, -1.50089, 0.38426], [-1.81390, 0.16508, 2.08321], [-0.28002, -0.20145, 3.03138], [-1.27822, -1.49505, 2.66404], [-0.18486, 2.14143, -3.26094]], "forces_ev_per_a": [[-0.788, 0.411, -0.052], [1.275, 0.216, 0.083], [0.243, -0.134, 2.773], [-3.246, 1.027, 0.906], [1.887, -2.719, -1.679], [0.808, 2.432, 2.498], [0.476, 1.394, -2.700], [-1.348, 1.032, -0.330], [0.571, -2.216, -0.531], [0.363, -0.158, 0.836], [-0.379, 0.462, -1.729], [2.136, -0.610, -2.253], [0.183, 0.274, 0.530], [-0.066, 1.076, 0.272], [-0.153, -1.252, -1.327], [-0.273, -0.539, 1.392], [0.033, 0.721, 0.528], [-1.314, -1.924, 0.728], [-0.406, 0.505, 0.057]], "mulliken_charge": [-0.213, -0.366, 0.003, -0.735, -0.322, 0.103, -1.231, -0.547, -0.016, 0.429, 0.381, 0.267, 0.186, 0.435, 0.491, 0.289, 0.255, 0.408, 0.184]}

(2)
{"formula": "C8H15BN2O5", "method": "ωB97M-V/def2-TZVPD", "gap_ev": 8.54, "homo_energy_ev": -8.54, "total_charge": 0, "multiplicity": 1, "symbols": ["O", "O", "O", "O", "O", "B", "C", "C", "N", "N", "C", "C", "C", "C", "C", "C", "H", "H", "H", "H", "H", "H", "H", "H", "H", "H", "H", "H", "H", "H", "H"], "positions_angstrom": [[-2.53675, 0.57048, 3.38581], [1.32712, -1.69860, 1.45311], [-1.49587, 0.51859, -1.91410], [-0.57152, 2.33806, -0.62000], [-2.42799, 2.44366, 1.93381], [-0.46143, 1.12817, -1.24982], [-2.01033, 1.26575, 2.54733], [0.52512, -1.08531, 0.73882], [0.79966, -0.98094, -0.62341], [-1.15900, -1.62773, 2.24186], [1.77187, -1.88110, -1.21751], [2.37092, -1.17470, -2.43934], [1.57949, 0.18996, -2.59763], [-0.69686, 0.75866, 2.02308], [0.92077, 0.35594, -1.24190], [-0.78356, -0.60161, 1.29292], [-2.36937, 0.97787, -1.70726], [-1.41571, 2.69688, -0.42512], [-3.25726, 2.71422, 2.37502], [-0.46227, -1.79560, 2.97762], [-2.05143, -1.42999, 2.72865], [2.58176, -1.84110, -0.44815], [1.60625, -2.91794, -1.36080], [3.45836, -1.01895, -2.35588], [2.19950, -1.75422, -3.28564], [2.17250, 1.07447, -2.86232], [0.85580, 0.11365, -3.43499], [-0.38395, 1.52313, 1.33711], [-0.01005, 0.72317, 2.82208], [1.45280, 0.99546, -0.52947], [-1.52857, -0.58030, 0.45613]], "forces_ev_per_a": [[-1.427, 2.101, -0.248], [-1.340, 0.717, -0.462], [-1.976, 1.112, 0.788], [1.495, -0.476, -0.250], [-0.512, -1.290, 1.412], [-0.531, -0.367, -0.771], [1.021, -1.733, -0.104], [2.730, -1.299, -0.278], [-1.640, -0.231, -0.813], [-1.288, -1.051, 0.846], [3.496, 2.182, 1.928], [-0.248, 1.662, 0.541], [0.302, -0.746, -0.267], [-0.386, 1.500, -2.154], [-1.303, 1.079, 1.118], [-1.125, 0.185, 1.029], [1.586, -0.945, -0.708], [-1.265, 0.485, 0.088], [0.243, -0.086, -0.206], [-0.130, 0.284, -0.803], [0.913, 0.041, -0.680], [-0.122, -0.628, -0.520], [-1.304, -0.786, -0.098], [-0.481, -0.008, 0.141], [-0.143, -0.985, -1.665], [0.223, -0.378, 0.289], [0.090, -0.204, 0.682], [0.724, 0.241, -0.224], [0.798, -0.323, 1.006], [1.060, -0.119, -0.336], [0.540, 0.068, 0.720]], "mulliken_charge": [-0.549, -0.656, -0.594, -0.643, -0.413, 0.492, 0.301, 0.031, 0.287, -0.688, -0.729, -0.697, -0.624, -0.445, -0.103, 0.327, 0.301, 0.280, 0.354, 0.282, 0.281, 0.306, 0.468, 0.276, 0.329, 0.344, 0.301, 0.328, 0.443, 0.221, 0.189]}

(3)
{"formula": "C4H5N3O", "method": "ωB97M-V/def2-TZVPD", "gap_ev": 9.46, "homo_energy_ev": -9.15, "total_charge": 0, "multiplicity": 1, "symbols": ["C", "C", "C", "C", "H", "H", "H", "H", "H", "N", "N", "N", "O"], "positions_angstrom": [[-0.98718, -0.04775, -0.61285], [0.35185, 0.12394, -0.18886], [0.90565, -0.44186, 0.93253], [2.11624, 0.18330, 0.80723], [-2.32742, -0.34366, 1.17016], [-3.06166, -0.17212, -0.14857], [-0.27437, 0.31806, -2.27863], [0.58676, -1.28749, 1.57180], [3.01148, -0.21412, 1.46495], [-2.20946, -0.50987, 0.15068], [-1.07856, -0.08332, -1.91760], [0.87277, 1.21468, -0.84258], [2.09390, 1.26021, -0.10824]], "forces_ev_per_a": [[-4.710, -2.491, -3.507], [-3.628, 3.680, -0.664], [2.470, 0.237, -0.621], [1.612, 0.422, 1.662], [1.407, -0.132, -0.853], [-1.713, 0.849, -2.116], [2.016, 0.378, -1.147], [0.317, 0.855, -0.767], [-1.258, 2.008, -1.862], [4.079, 0.165, 1.495], [-3.504, -0.217, 2.814], [1.537, -3.496, 4.251], [1.375, -2.258, 1.316]], "mulliken_charge": [0.133, 0.788, -0.360, -0.259, 0.229, 0.274, 0.328, 0.352, 0.328, -0.501, -0.674, -0.476, -0.161]}

(4)
{"formula": "C14H44O8", "method": "ωB97M-V/def2-TZVPD", "gap_ev": 9.96, "homo_energy_ev": -9.61, "total_charge": 0, "multiplicity": 1, "symbols": ["C", "C", "C", "O", "H", "H", "H", "H", "H", "H", "H", "H", "C", "C", "O", "H", "H", "H", "H", "H", "H", "C", "C", "O", "H", "H", "H", "H", "H", "H", "C", "C", "O", "H", "H", "H", "H", "H", "H", "C", "C", "O", "H", "H", "H", "H", "H", "H", "C", "O", "H", "H", "H", "H", "C", "O", "H", "H", "H", "H", "C", "O", "H", "H", "H", "H"], "positions_angstrom": [[0.64215, -3.02142, -1.89785], [-0.27600, -4.23463, -1.99329], [-1.68878, -3.91183, -1.51070], [-0.28888, -4.64038, -3.35509], [1.65266, -3.29728, -2.19635], [0.67198, -2.71880, -0.85345], [0.26526, -2.25658, -2.57427], [0.09341, -5.05610, -1.37130], [-2.17612, -3.18818, -2.16882], [-1.72928, -3.44873, -0.51883], [-2.30382, -4.81032, -1.43205], [-0.55612, -5.55938, -3.43720], [0.92807, 3.94452, -3.49698], [1.40654, 2.57091, -3.91482], [1.35056, 2.45350, -5.33728], [-0.13564, 4.06089, -3.70378], [1.43258, 4.65785, -4.15350], [1.20878, 4.12402, -2.46189], [0.83232, 1.74112, -3.48602], [2.39996, 2.37435, -3.48166], [1.33598, 1.51372, -5.53694], [-1.69467, -2.23320, 2.86292], [-0.38116, -2.68902, 3.48540], [0.72897, -2.04188, 2.85399], [-1.67023, -2.28721, 1.77460], [-1.84795, -1.18171, 3.11550], [-2.53566, -2.77971, 3.28419], [-0.25168, -3.77508, 3.42864], [-0.43805, -2.43822, 4.55023], [1.48641, -2.17147, 3.43973], [0.92324, 2.76350, 4.64083], [1.35764, 1.47731, 3.98701], [0.22907, 0.61976, 3.85426], [0.34948, 3.35565, 3.92203], [1.79608, 3.35963, 4.90710], [0.26388, 2.61126, 5.49182], [2.13042, 0.95802, 4.57445], [1.84277, 1.61755, 3.01343], [0.50620, -0.25210, 3.53071], [0.04753, 0.69750, -1.22148], [-0.18462, -0.18963, -0.01427], [1.08964, -0.56628, 0.51658], [-0.89988, 1.08317, -1.60475], [0.47920, 0.13922, -2.05386], [0.70400, 1.52943, -0.97684], [-0.78551, -1.06633, -0.26360], [-0.69227, 0.38275, 0.76532], [0.96051, -1.14558, 1.29043], [3.60054, -0.66493, -2.01503], [3.24887, 0.33136, -1.05935], [3.78456, -1.60588, -1.49207], [2.85770, -0.84448, -2.80128], [4.49131, -0.29454, -2.52164], [2.49670, -0.04819, -0.55619], [-0.50762, 4.07860, 0.90521], [-1.79531, 3.51982, 1.03159], [-0.44622, 5.12196, 1.24157], [0.20385, 3.51952, 1.50952], [-0.14117, 4.10199, -0.12683], [-2.35045, 3.88968, 0.34038], [-4.10666, 0.60806, 0.05869], [-3.42663, -0.20099, 1.01379], [-3.84923, 0.33148, -0.96618], [-5.18997, 0.53837, 0.20123], [-3.85133, 1.65414, 0.21489], [-3.59794, -1.11054, 0.74940]], "forces_ev_per_a": [[-0.140, -0.985, 0.106], [-0.239, 0.192, 0.244], [-0.339, 0.244, 0.182], [0.072, -0.006, -0.294], [0.007, 0.044, -0.092], [0.035, 0.451, -0.108], [0.031, 0.254, 0.199], [0.265, 0.048, 0.026], [0.051, -0.181, -0.219], [0.407, -0.117, 0.050], [-0.030, -0.010, -0.244], [-0.088, 0.012, 0.120], [0.189, -0.338, -0.782], [0.029, -0.798, 0.484], [0.196, 0.097, 0.200], [-0.072, 0.004, 0.360], [0.109, 0.127, 0.245], [-0.263, 0.172, 0.056], [-0.395, 0.415, 0.071], [0.197, 0.300, -0.540], [0.052, 0.053, -0.148], [0.577, 0.612, 0.138], [-0.915, -0.471, 0.273], [0.115, -0.032, 0.551], [-0.074, -0.274, -0.011], [-0.026, 0.013, -0.101], [0.039, -0.217, -0.136], [0.003, 0.064, -0.188], [0.305, 0.104, -0.049], [0.081, -0.023, -0.307], [-0.066, 0.432, -0.727], [0.346, -0.980, 0.111], [-0.167, -0.034, 0.035], [-0.020, -0.026, 0.040], [-0.036, -0.017, 0.206], [0.233, -0.218, 0.179], [-0.114, 0.192, 0.280], [-0.235, 0.382, -0.081], [-0.029, 0.411, -0.110], [-0.361, -0.356, -0.223], [0.263, 0.711, 0.479], [0.051, -0.412, -0.152], [-0.058, 0.105, 0.208], [0.232, -0.076, 0.130], [0.021, 0.029, 0.025], [-0.026, -0.055, -0.071], [-0.322, -0.067, -0.094], [0.014, 0.274, -0.311], [0.208, 0.467, 0.287], [-0.633, -0.561, -0.272], [0.247, -0.144, -0.258], [-0.274, 0.138, 0.173], [0.160, -0.281, 0.086], [0.398, 0.406, 0.041], [0.603, 0.665, -0.197], [-0.053, -0.122, -0.016], [-0.271, -0.057, 0.165], [-0.178, -0.251, -0.011], [-0.080, -0.315, -0.030], [-0.012, 0.044, 0.036], [-0.319, 0.097, 0.173], [-0.061, 0.064, -0.325], [-0.005, 0.015, -0.027], [-0.011, -0.093, -0.158], [0.307, -0.102, 0.140], [0.070, -0.015, 0.184]], "mulliken_charge": [-0.879, 0.328, -0.932, -0.550, 0.399, 0.166, 0.225, 0.279, 0.289, -0.050, 0.414, 0.330, -1.090, 0.377, -0.574, 0.305, 0.368, 0.238, -0.133, 0.203, 0.335, -0.521, -0.406, -0.534, -0.258, 0.289, 0.478, 0.357, 0.296, 0.247, -1.118, -0.060, -0.462, 0.193, 0.353, 0.323, 0.344, 0.232, 0.257, -1.691, 0.829, -0.438, 0.427, 0.066, 0.382, -0.265, 0.498, 0.217, -0.608, -0.554, 0.276, 0.181, 0.334, 0.308, -0.248, -0.474, 0.354, 0.035, 0.032, 0.279, -0.562, -0.381, 0.282, 0.330, 0.072, 0.264]}

(5)
{"formula": "CH3Cl2PS", "method": "ωB97M-V/def2-TZVPD", "gap_ev": 6.01, "homo_energy_ev": -8.75, "total_charge": 0, "multiplicity": 1, "symbols": ["C", "P", "S", "Cl", "Cl", "H", "H", "H"], "positions_angstrom": [[0.01319, 0.00128, -0.19476], [0.34484, -0.55290, 2.69110], [-1.09488, -1.09202, 3.96099], [1.67018, -2.09526, 2.73523], [1.47844, 0.86849, 3.66462], [-1.00070, 0.12082, 0.04635], [0.48271, 0.84529, -0.57800], [0.42181, -0.85269, -0.45378]], "forces_ev_per_a": [[-1.314, 2.526, 3.179], [-1.009, -0.237, 0.720], [0.684, 0.715, -1.661], [0.339, -0.104, -0.604], [-0.077, 0.129, -0.624], [-1.188, -0.253, 0.134], [0.980, 1.573, -0.112], [1.585, -4.349, -1.033]], "mulliken_charge": [-0.791, 0.491, -0.345, -0.176, -0.194, 0.373, 0.285, 0.356]}

Asked for calculated total energy across the records above, the calculation gives -381.99522 -824.49284 -394.77995 -1161.61527 -1699.76024 Eh in order.